51
Properties=species:S:1:pos:R:3:nbo_charge:R:1 method="wB97M-V/def2-TZVPD" e_lumo_ev="-1.394 / -1.394" e_above_lowest_kcal_mol=39.4 max_force_ev_per_a=1.72
Ir -0.857 -0.978 -0.827 0.6579
C -0.327 1.648 4.660 -1.1181
Si -0.389 2.649 3.097 1.6374
C -1.045 4.351 3.476 -1.1217
C 1.301 2.785 2.345 -1.1221
C -1.615 1.847 1.907 -0.5094
C -2.854 2.418 1.626 -0.1094
C -3.733 1.856 0.697 -0.2831
C -3.350 0.718 0.023 0.0669
N -2.176 0.139 0.293 -0.4773
C -1.350 0.664 1.214 0.0776
S 0.018 -0.396 1.231 0.0791
H 0.237 2.183 5.428 0.2406
H 0.166 0.686 4.495 0.2485
H -1.328 1.453 5.049 0.2416
H -0.297 4.917 4.038 0.2454
H -1.950 4.308 4.088 0.2381
H -1.274 4.916 2.569 0.2391
H 1.921 3.425 2.978 0.2400
H 1.270 3.219 1.343 0.2434
H 1.785 1.810 2.268 0.2557
H -3.145 3.335 2.126 0.2187
H -4.695 2.304 0.490 0.2299
H -3.965 0.237 -0.725 0.2259
O 0.000 -2.802 -4.505 -0.8897
S 0.945 -2.425 -3.507 2.3136
O 1.604 -3.418 -2.721 -0.9083
N 0.289 -1.241 -2.493 -0.8071
C 0.859 -0.072 -2.636 0.1107
S 0.299 1.096 -1.588 0.0847
C 1.927 -0.033 -3.658 -0.1361
C 2.702 1.035 -4.070 -0.1550
C 3.658 0.804 -5.050 -0.1925
C 3.834 -0.469 -5.590 -0.1804
C 3.053 -1.541 -5.176 -0.1992
C 2.105 -1.288 -4.206 -0.2279
H 2.561 2.017 -3.635 0.2329
H 4.273 1.622 -5.402 0.2248
H 4.594 -0.626 -6.345 0.2254
H 3.185 -2.530 -5.592 0.2400
Se -2.204 -2.935 -1.459 -0.1337
C -1.263 -3.398 0.169 -0.1860
C -1.876 -3.228 1.412 -0.2822
C -1.196 -3.615 2.550 0.0308
N 0.035 -4.137 2.543 -0.4171
C 0.616 -4.283 1.355 0.0344
C 0.020 -3.939 0.145 -0.2944
H -2.868 -2.800 1.477 0.2281
H -1.659 -3.499 3.525 0.1918
H 1.615 -4.705 1.359 0.1940
H 0.542 -4.082 -0.789 0.2539